(1)
Density functional theory data (ωB97M-V/def2-TZVPD) for a 3-piece molecular cluster, C35H49NO7 overall.

## Properties
Structure (SMILES) = CC(=O)N(C(C)=O)c1cc(O)cc2c1C(=O)c1c(CCCCOC=O)cccc1C2=O.CCCCCC.CCCCCC
Charge = 0
E_LUMO = -1.697 eV

CARTESIAN COORDINATES (ANGSTROEM)
1 C -1.7155 4.4365 -3.5560
2 C -2.0680 3.3765 -4.8006
3 O -3.0373 2.4751 -4.6120
4 N -1.2009 3.5102 -6.0402
5 C -1.5533 4.8610 -6.6221
6 C -3.1148 5.3495 -6.9678
7 O -0.6074 5.8039 -6.8893
8 C -1.4006 2.3735 -7.0174
9 C -1.9066 2.5641 -8.6002
10 C -2.0799 1.2809 -9.6513
11 O -2.5070 1.5418 -11.0579
12 C -1.7911 -0.2776 -9.1804
13 C -1.2836 -0.4911 -7.6287
14 C -1.0750 0.7997 -6.5858
15 C -0.5103 0.3674 -5.0738
16 O 0.4582 1.0545 -4.4611
17 C -1.2262 -1.0086 -4.4481
18 C -1.6954 -1.0827 -2.8467
19 C -1.5265 0.1904 -1.8277
20 C -1.3054 -0.2028 -0.2517
21 C -0.2419 -1.4260 0.0131
22 C -0.8806 -2.7292 0.7950
23 O -1.8968 -2.3950 1.8054
24 C -3.2289 -2.9225 1.4463
25 O -3.4245 -4.2594 1.4262
26 C -2.3723 -2.5371 -2.3949
27 C -2.5922 -3.8121 -3.4022
28 C -2.1365 -3.7156 -4.9827
29 C -1.4501 -2.2984 -5.4893
30 C -0.9708 -2.0363 -7.0701
31 O -0.4018 -2.9770 -7.8418
32 H -1.1698 3.8900 -2.6530
33 H -2.7207 4.8912 -3.1591
34 H -1.0413 5.3275 -3.9193
35 H -3.4735 5.0105 -8.0291
36 H -3.8993 4.9545 -6.1935
37 H -3.2065 6.5380 -6.9451
38 H -2.1376 3.6195 -9.0496
39 H -3.4936 1.3058 -11.0597
40 H -1.9445 -1.1972 -9.9102
41 H -0.6941 0.9587 -2.1210
42 H -2.5558 0.7932 -1.8778
43 H -2.3654 -0.3621 0.2346
44 H -0.8360 0.7632 0.2687
45 H 0.2844 -1.8117 -0.9820
46 H 0.6545 -1.0385 0.6972
47 H -1.2868 -3.5697 0.0516
48 H 0.0231 -3.2537 1.3717
49 H -4.1823 -2.2621 1.2187
50 H -2.7389 -2.6281 -1.2873
51 H -3.1203 -4.7993 -2.9891
52 H -2.3337 -4.6273 -5.6960
53 C 2.1904 -1.4194 3.8448
54 C 3.0935 -1.0838 2.6673
55 C 3.4653 -2.3020 1.8192
56 C 4.2627 -3.3925 2.5446
57 C 5.5833 -2.9375 3.1698
58 C 6.5869 -2.4186 2.1517
59 H 2.6869 -2.0844 4.5571
60 H 1.9164 -0.5046 4.3805
61 H 1.2678 -1.9010 3.5053
62 H 3.9945 -0.5775 3.0287
63 H 2.5717 -0.3627 2.0261
64 H 4.0303 -1.9600 0.9445
65 H 2.5458 -2.7531 1.4249
66 H 4.4683 -4.2001 1.8302
67 H 3.6391 -3.8381 3.3284
68 H 6.0299 -3.7925 3.6926
69 H 5.4035 -2.1716 3.9310
70 H 6.8043 -3.1788 1.3941
71 H 7.5279 -2.1611 2.6501
72 H 6.2230 -1.5195 1.6468
73 C -1.5897 2.1207 9.1832
74 C -0.6866 2.4563 8.0057
75 C -0.3148 1.2381 7.1575
76 C 0.4826 0.1476 7.8830
77 C 1.8032 0.6026 8.5082
78 C 2.8068 1.1215 7.4901
79 H -1.0932 1.4557 9.8955
80 H -1.8637 3.0355 9.7189
81 H -2.5123 1.6391 8.8437
82 H 0.2144 2.9626 8.3671
83 H -1.2084 3.1774 7.3645
84 H 0.2502 1.5801 6.2829
85 H -1.2343 0.7870 6.7632
86 H 0.6882 -0.6600 7.1686
87 H -0.1410 -0.2979 8.6667
88 H 2.2498 -0.2524 9.0310
89 H 1.6233 1.3685 9.2694
90 H 3.0242 0.3613 6.7325
91 H 3.7478 1.3790 7.9885
92 H 2.4429 2.0206 6.9851



(2)
Density functional theory data (ωB97M-V/def2-TZVPD) for a 3-piece molecular cluster, C2H11NO3 overall.

## Properties
Structure (SMILES) = NCCO.O.O
Charge = 0
Relative energy (zero: lowest compared OMol25 entry of this formula, charge and spin) = 48.3 kcal/mol
E_LUMO = 0.385 eV

CARTESIAN COORDINATES (ANGSTROEM)
1 N -0.9955 2.3300 -0.0358
2 C -1.7673 1.2308 0.6114
3 C -0.8370 0.4212 1.5931
4 O -0.6188 -0.8874 1.0787
5 H -1.4052 2.8507 -0.7580
6 H -0.2527 1.8708 -0.5385
7 H -2.0458 0.6766 -0.2541
8 H -2.5235 1.7406 1.1495
9 H -1.4013 0.0765 2.3082
10 H 0.0477 0.9230 1.9625
11 H -0.0230 -0.7607 0.2778
12 O 0.8692 -0.4133 -1.9789
13 H 1.1346 -0.7910 -2.7312
14 H 1.2742 -0.9340 -1.2797
15 O 2.6614 -2.4176 -0.5395
16 H 3.5831 -2.7879 -0.7321
17 H 2.3001 -3.1286 -0.1334



(3)
Density functional theory data (ωB97M-V/def2-TZVPD) for C5H11BrNO as an isolated structure.

## Properties
Charge = +1
Relative energy (zero: lowest compared OMol25 entry of this formula, charge and spin) = 105.2 kcal/mol
E_LUMO (spin up / spin down) = -4.551 / -4.551 eV

CARTESIAN COORDINATES (ANGSTROEM)
1 C -0.3813 -0.2308 -0.9743
2 C -0.2566 -1.3302 0.0390
3 C 2.0646 -1.7668 0.4807
4 C 0.6723 1.5069 0.4470
5 C -1.7575 1.2963 0.3953
6 N -0.4554 1.1434 -0.3368
7 O 1.0389 -2.0692 -0.2610
8 Br 2.3403 0.6908 0.0028
9 H 0.4174 -0.2466 -1.7113
10 H -1.1590 -0.4565 -1.6271
11 H -0.3807 -0.8017 1.0711
12 H -0.9677 -2.1356 -0.0543
13 H 2.9696 -2.3107 -0.0124
14 H 1.9996 -1.5579 1.5469
15 H 0.8052 2.5485 0.5433
16 H -1.5982 1.2524 1.4265
17 H -2.3077 2.1575 0.0752
18 H -2.3485 0.4679 0.0722
19 H -0.6953 1.8421 -1.1229



(4)
Density functional theory data (ωB97M-V/def2-TZVPD) for C18H33CaCl2FLiN2O9PS as an isolated structure.

## Properties
Charge = 0
Relative energy (zero: lowest compared OMol25 entry of this formula, charge and spin) = 152.6 kcal/mol
E_LUMO = -4.697 eV

CARTESIAN COORDINATES (ANGSTROEM)
1 C -4.0931 -0.2328 1.8563
2 C -4.7127 -1.6228 1.3863
3 N -5.2704 -2.3853 2.3195
4 C -4.7488 -2.1757 -0.1134
5 C -3.4451 -1.8648 -0.9989
6 C -3.7432 -2.7372 -2.3486
7 P -5.1015 -2.1477 -3.5302
8 O -6.4450 -3.1865 -3.2033
9 Cl -5.7439 -0.1817 -3.0908
10 N -2.3697 -2.8307 -2.9731
11 C -1.5009 -3.1209 -1.7896
12 O -0.5561 -3.9260 -1.9247
13 C -1.9835 -2.2900 -0.4993
14 C -1.3000 -0.8724 -0.1555
15 C -0.0121 -0.4864 -1.0378
16 C 1.3120 -0.8685 -0.1824
17 C -0.0198 1.1692 -1.1573
18 C -1.7951 -3.1119 0.8658
19 S -2.5891 -4.7784 0.9293
20 O -2.1794 -5.3726 2.2729
21 O -2.1341 -5.7369 -0.1318
22 H -4.4943 0.6672 1.2600
23 H -2.9551 -0.2135 1.9194
24 H -4.4744 -0.0670 2.9333
25 H -5.6473 -3.2456 1.8698
26 H -5.0614 -3.2867 -0.1357
27 H -5.6266 -1.6263 -0.6311
28 H -3.6444 -0.8067 -1.3788
29 H -3.9295 -3.7734 -1.8939
30 H -6.0394 -3.9032 -2.6599
31 H -2.0963 -1.8463 -3.1533
32 H -0.9338 -0.9263 0.9482
33 H -2.0700 -0.0129 -0.1584
34 H -0.0188 -0.8589 -2.1106
35 H 1.1908 -0.5205 0.9365
36 H 1.5207 -1.9923 -0.1160
37 H 2.2158 -0.2737 -0.5759
38 H 0.6002 1.6741 -0.3260
39 H 0.4636 1.4162 -2.1753
40 H -1.0836 1.5953 -1.2212
41 H -0.6609 -3.2831 0.9955
42 H -2.1573 -2.5064 1.7598
43 H -3.9783 -4.7629 0.9276
44 C 5.7324 -0.4958 1.6568
45 C 4.3659 -0.2856 1.0131
46 O 4.3127 -0.5023 -0.2249
47 O 3.4537 0.0838 1.8076
48 H 6.4734 -0.8141 0.9204
49 H 6.0778 0.4379 2.1151
50 H 5.6633 -1.2620 2.4305
51 C 5.9048 5.8541 -0.8496
52 C 4.9373 6.6415 0.0207
53 O 3.7422 5.8731 0.2751
54 C 3.8834 4.8968 1.1584
55 O 4.8906 4.6071 1.7582
56 O 2.7100 4.2295 1.2497
57 C 2.7994 3.0912 2.0800
58 H 5.4097 5.5273 -1.7664
59 H 6.7681 6.4576 -1.1065
60 H 6.2550 4.9583 -0.3387
61 H 4.6258 7.5464 -0.5068
62 H 5.3999 6.9602 0.9595
63 H 3.1788 3.3479 3.0712
64 H 3.4304 2.3366 1.6085
65 H 1.7946 2.6788 2.1939
66 Ca 0.4948 1.2061 1.5334
67 Cl 8.0191 5.1315 -1.9797
68 Li 5.4118 1.5030 0.0543
69 F -8.4233 -2.6959 -2.6409



(5)
Density functional theory data (ωB97M-V/def2-TZVPD) for a 2-piece molecular cluster, C3H11NO2 overall.

## Properties
Structure (SMILES) = CCO.NCO
Charge = 0
Relative energy (zero: lowest compared OMol25 entry of this formula, charge and spin) = 17.0 kcal/mol
E_LUMO = 0.957 eV

CARTESIAN COORDINATES (ANGSTROEM)
1 C -1.6830 0.4164 -0.7302
2 C -1.0072 1.7206 -0.3223
3 O -1.3860 2.0336 1.0213
4 H -1.2935 0.0415 -1.6772
5 H -2.7495 0.5553 -0.8720
6 H -1.5411 -0.2550 0.1168
7 H 0.0707 1.5334 -0.3405
8 H -1.3022 2.4958 -1.0277
9 H -1.3144 2.9898 1.0951
10 N 2.1712 -1.6489 -0.4036
11 C 1.1663 -1.5359 0.6514
12 O 1.1189 -0.2235 1.1519
13 H 1.7195 -1.4402 -1.2884
14 H 2.4484 -2.6220 -0.4886
15 H 1.3851 -2.2685 1.4448
16 H 0.1557 -1.8057 0.3402
17 H 2.0410 0.0133 1.3292



(6)
Density functional theory data (ωB97M-V/def2-TZVPD) for a 2-piece molecular cluster, C4H9NS overall.

## Properties
Structure (SMILES) = CCSN.C#C
Charge = 0
Relative energy (zero: lowest compared OMol25 entry of this formula, charge and spin) = 85.0 kcal/mol
E_LUMO = 0.700 eV

CARTESIAN COORDINATES (ANGSTROEM)
1 C 0.1044 -0.4959 1.3856
2 C -0.4315 -1.4380 0.2536
3 S 0.2442 -1.0646 -1.3358
4 N 1.9136 -0.8560 -0.9889
5 H -0.3344 -0.9671 2.3705
6 H 1.1803 -0.5202 1.4018
7 H -0.2044 0.6069 1.1131
8 H -1.4997 -1.2140 0.1387
9 H -0.1196 -2.3799 0.3679
10 H 2.0726 0.1404 -0.9902
11 H 2.5969 -1.3330 -1.6814
12 C -0.9589 2.1270 -0.8524
13 C -1.8025 2.7162 -0.2498
14 H -0.1842 1.3697 -1.0913
15 H -2.5766 3.3086 0.1584



(7)
Density functional theory data (ωB97M-V/def2-TZVPD) for FHMgO2P as an isolated structure.

## Properties
Charge = +1
E_LUMO = -6.386 eV

CARTESIAN COORDINATES (ANGSTROEM)
1 P 1.6846 0.8240 -0.0372
2 O 1.9251 -0.7482 -0.0717
3 O 0.2002 0.9408 0.3074
4 F -3.3171 -0.1184 -0.2647
5 Mg -1.6126 0.4018 -0.0654
6 H 1.1198 -1.3000 0.1316



(8)
Density functional theory data (ωB97M-V/def2-TZVPD) for a 5-piece molecular cluster, C29H74N6O12PS overall.

## Properties
Charge = +1
E_LUMO = -2.573 eV

CARTESIAN COORDINATES (ANGSTROEM)
1 C 6.1519 1.8887 1.5781
2 C 5.3561 2.6459 2.6393
3 O 5.2813 2.2145 3.7339
4 O 4.7490 3.8539 2.3582
5 C 3.5908 3.6699 1.5304
6 C 2.3560 3.3375 2.4029
7 C 1.8529 1.8621 2.2009
8 C 0.3115 1.7502 2.2007
9 N -0.2422 0.3906 1.8318
10 C -0.7786 0.2818 0.4134
11 C 0.0031 1.0549 -0.6989
12 C 0.1511 0.0711 -1.9420
13 N 1.4712 0.2316 -2.5622
14 C 0.6616 -0.7650 2.2404
15 C 1.6062 -1.2721 1.1500
16 C 2.6264 -2.2895 1.7409
17 C 3.2600 -3.1718 0.6559
18 S 3.9422 -2.2164 -0.7101
19 O 3.0838 -2.3463 -1.8290
20 O 4.2697 -0.8769 -0.3485
21 O 5.3315 -2.9397 -1.1089
22 P -1.7033 0.1760 2.8807
23 O -2.5311 -0.8630 2.3353
24 O -1.2284 -0.2938 4.3378
25 O -2.5055 1.5347 3.0279
26 H 7.1232 2.3496 1.3767
27 H 5.5418 1.8059 0.6713
28 H 6.3440 0.8902 1.9746
29 H 3.7860 2.8979 0.7727
30 H 3.4578 4.6155 0.9952
31 H 2.6703 3.4434 3.4464
32 H 1.5594 4.0731 2.2293
33 H 2.2487 1.3200 3.0691
34 H 2.3450 1.4744 1.3049
35 H -0.1372 2.5659 1.6206
36 H -0.0100 1.9467 3.2379
37 H -1.7862 0.7195 0.4491
38 H -0.9462 -0.7707 0.1824
39 H -0.6071 1.8830 -1.0703
40 H 1.0185 1.3507 -0.4411
41 H -0.6313 0.2380 -2.6853
42 H 0.1376 -0.9782 -1.6132
43 H 2.2133 0.1616 -1.8778
44 H 1.5212 1.0928 -3.0931
45 H 1.1537 -0.5629 3.1953
46 H -0.0325 -1.5932 2.4482
47 H 0.9955 -1.8535 0.4419
48 H 2.0964 -0.5013 0.5520
49 H 3.3651 -1.7453 2.3352
50 H 2.0229 -2.9749 2.3527
51 H 4.0802 -3.7394 1.1161
52 H 2.5572 -3.9060 0.2504
53 H 5.1940 -3.8962 -0.9841
54 H -0.4110 0.1553 4.6187
55 H -3.2947 1.4645 2.4274
56 C -2.4233 7.4211 -1.7137
57 C -2.3603 5.9358 -2.0589
58 C -2.3548 5.0146 -0.8282
59 O -1.1191 4.9597 -0.1277
60 C -0.8847 6.0529 0.7424
61 N -1.1989 5.6996 -2.9232
62 H -1.4606 7.8150 -1.3893
63 H -2.7202 7.9956 -2.5911
64 H -3.1570 7.6123 -0.9276
65 H -3.2617 5.6989 -2.6316
66 H -2.5345 3.9918 -1.1769
67 H -3.1743 5.2579 -0.1404
68 H -1.7980 6.4207 1.2169
69 H -0.3894 6.8619 0.2035
70 H -0.2056 5.7087 1.5246
71 H -1.2175 4.7356 -3.2473
72 H -0.3669 5.7440 -2.3389
73 C -5.2660 -0.5652 1.3368
74 C -6.1438 0.6654 1.4392
75 C -7.2834 0.7040 0.4125
76 O -6.8723 1.0256 -0.9055
77 C -6.2956 -0.0507 -1.6296
78 N -5.2731 1.8561 1.3486
79 H -4.5563 -0.5030 0.5114
80 H -4.6825 -0.6708 2.2455
81 H -5.8588 -1.4740 1.2120
82 H -6.6044 0.6553 2.4310
83 H -7.9757 1.5000 0.7023
84 H -7.8590 -0.2288 0.4235
85 H -6.7625 -1.0086 -1.3814
86 H -5.2183 -0.0960 -1.4470
87 H -6.4394 0.1421 -2.6927
88 H -5.8291 2.6883 1.5282
89 H -5.0010 1.9525 0.3716
90 C 9.9439 -4.1025 -2.2537
91 C 8.7614 -3.2122 -2.6275
92 C 9.0636 -2.2267 -3.7682
93 O 9.8538 -1.1125 -3.3965
94 C 11.2455 -1.3670 -3.3125
95 N 8.2891 -2.5198 -1.4229
96 H 10.6818 -3.5809 -1.6457
97 H 9.5994 -4.9570 -1.6691
98 H 10.4424 -4.4895 -3.1447
99 H 7.9594 -3.8710 -2.9766
100 H 8.1120 -1.8052 -4.1054
101 H 9.5024 -2.7383 -4.6343
102 H 11.5749 -2.0867 -4.0672
103 H 11.5138 -1.7195 -2.3143
104 H 11.7680 -0.4251 -3.4792
105 H 7.4371 -2.0155 -1.6495
106 H 8.9602 -1.7829 -1.2159
107 C -7.6697 -6.5915 0.4778
108 C -8.7018 -5.4888 0.2572
109 C -8.3109 -4.4841 -0.8389
110 O -7.3118 -3.5480 -0.4609
111 C -5.9862 -4.0489 -0.5027
112 N -8.9644 -4.8238 1.5380
113 H -6.8128 -6.2502 1.0581
114 H -8.1178 -7.4171 1.0314
115 H -7.3069 -6.9875 -0.4734
116 H -9.6269 -5.9732 -0.0683
117 H -9.1945 -3.8834 -1.0716
118 H -8.0270 -4.9937 -1.7682
119 H -5.8362 -4.7607 -1.3191
120 H -5.7287 -4.5113 0.4526
121 H -5.3113 -3.2036 -0.6502
122 H -9.7313 -4.1669 1.4178
123 H -8.1648 -4.2287 1.7431



Number 1: strongest force on any atom 9.145 eV Å⁻¹, total energy -1943.5664 hartree. Number 2: strongest force on any atom 5.802 eV Å⁻¹, total energy -363.1974 hartree. Number 3: strongest force on any atom 4.018 eV Å⁻¹, total energy -2900.6664 hartree. Number 4: strongest force on any atom 7.649 eV Å⁻¹, total energy -3936.7872 hartree. Number 5: strongest force on any atom 0.897 eV Å⁻¹, total energy -326.1044 hartree. Number 6: strongest force on any atom 4.518 eV Å⁻¹, total energy -610.6182 hartree. Number 7: strongest force on any atom 1.521 eV Å⁻¹, total energy -792.2530 hartree. Number 8: strongest force on any atom 2.572 eV Å⁻¹, total energy -3120.0387 hartree.